{
  "formula": "C43H50N2OS2Ta",
  "method": "ωB97M-V/def2-TZVPD",
  "species": ["Ta", "C", "C", "C", "C", "C", "C", "C", "C", "C", "C", "C", "C", "C", "C", "C", "C", "C", "H", "H", "H", "H", "H", "H", "H", "H", "H", "H", "H", "H", "H", "H", "H", "H", "H", "H", "H", "H", "H", "H", "H", "H", "H", "H", "H", "H", "H", "S", "C", "C", "C", "C", "C", "C", "S", "H", "H", "H", "H", "C", "C", "C", "C", "C", "C", "N", "N", "C", "C", "C", "C", "C", "C", "H", "H", "H", "H", "H", "H", "H", "H", "H", "C", "C", "O", "C", "C", "C", "C", "C", "C", "H", "H", "H", "H", "H", "H", "H", "H"],
  "xyz": [[0.33303, 0.14744, -0.06369], [2.25232, 1.11621, -1.29591], [1.06613, 1.45554, -2.03565], [0.46704, 0.11813, -2.56503], [1.27654, -0.84886, -2.02427], [2.37278, -0.32676, -1.27870], [3.61885, -1.04002, -1.02393], [4.70075, -0.06999, -0.46680], [3.35497, -2.23217, -0.12948], [4.14095, -1.47446, -2.37777], [-0.31407, -0.29596, -3.82125], [-0.99609, -1.67083, -3.51427], [0.64311, -0.41010, -5.03884], [-1.45296, 0.58530, -4.23626], [0.62547, 2.89474, -2.32273], [1.44019, 3.91986, -1.42810], [0.87180, 3.22139, -3.79959], [-0.86315, 3.15870, -1.97562], [2.97974, 1.75258, -0.85986], [1.29950, -1.91572, -2.12191], [4.43574, 0.40498, 0.50030], [4.85620, 0.75569, -1.20031], [5.60345, -0.63573, -0.28769], [2.95975, -1.91319, 0.86170], [4.27535, -2.76366, 0.10596], [2.60556, -2.88936, -0.57097], [3.99985, -0.57074, -3.00733], [3.65617, -2.29503, -2.87728], [5.19759, -1.61955, -2.27681], [-0.33608, -2.48204, -3.25641], [-1.69383, -1.88549, -4.31841], [-1.72295, -1.50757, -2.70608], [1.36094, -1.14133, -4.85061], [1.20157, 0.50051, -5.21044], [0.16230, -0.66411, -5.95395], [-2.18370, 0.66336, -3.44892], [-2.03064, 0.16623, -5.11364], [-1.20544, 1.64719, -4.43446], [2.43628, 3.99880, -1.83087], [1.51794, 3.65442, -0.37198], [0.99130, 4.93184, -1.43470], [1.86058, 2.87096, -4.10500], [0.84793, 4.33102, -3.86453], [0.17559, 2.76751, -4.54888], [-0.94944, 2.97846, -0.91749], [-1.54046, 2.47844, -2.48787], [-0.98172, 4.21211, -2.27192], [-1.11341, 1.51638, 1.29966], [-0.08867, 2.19282, 2.56693], [-0.70341, 3.07750, 3.46107], [-0.02475, 3.49663, 4.59515], [1.27818, 3.03242, 4.83689], [1.89624, 2.17897, 3.95381], [1.21153, 1.81459, 2.79737], [1.98412, 0.88745, 1.52068], [-1.73398, 3.30275, 3.22620], [-0.58408, 4.15649, 5.30129], [1.67416, 3.32384, 5.81153], [2.97064, 1.97796, 4.05976], [0.30701, 0.26855, 7.75101], [1.31689, -0.58694, 7.34364], [1.34490, -1.04392, 6.00740], [0.20385, -0.80620, 5.18453], [-0.81718, -0.01103, 5.65222], [-0.79662, 0.55272, 6.91442], [0.01825, -1.36050, 3.91440], [0.97565, -1.90993, 3.27639], [0.55125, -2.52803, 2.05836], [0.42769, -3.92976, 2.19466], [0.12812, -4.68497, 1.09461], [-0.31002, -4.01144, -0.06852], [-0.12254, -2.71033, -0.20267], [0.37460, -1.84355, 0.81091], [0.28649, 0.66049, 8.76868], [2.14406, -0.80749, 8.00560], [2.21165, -1.57920, 5.64999], [-1.65662, 0.07979, 5.00437], [-1.63513, 1.16413, 7.24304], [0.70936, -4.35769, 3.13236], [0.04021, -5.73392, 1.27026], [-0.66691, -4.67990, -0.81995], [-0.46988, -2.26983, -1.14120], [-2.97697, -1.45998, 1.00378], [-2.88183, -0.67758, -0.27243], [-1.81845, -0.12794, -0.64877], [-4.05271, -0.56851, -1.17409], [-4.25008, 0.59037, -1.96331], [-5.32335, 0.56730, -2.84809], [-6.14203, -0.52804, -2.97395], [-5.96872, -1.60997, -2.12330], [-4.91338, -1.61750, -1.25854], [-2.16384, -1.17581, 1.65692], [-2.87149, -2.52348, 0.80797], [-3.94949, -1.29299, 1.36609], [-3.47790, 1.36743, -1.84756], [-5.45408, 1.43587, -3.46563], [-6.88404, -0.51292, -3.75912], [-6.70719, -2.43241, -2.23803], [-4.81285, -2.34144, -0.47852]],
  "mulliken_charge": [0.94, -0.86, -0.28, 1.63, -2.77, 0.81, 2.08, -1.58, -1.53, -1.69, 1.77, -1.69, -1.87, -1.42, 1.81, -1.79, -1.51, -1.41, 0.81, 1.51, 0.13, 0.35, 0.57, 0.12, 0.63, 0.20, 0.39, 0.27, 0.50, 0.28, 0.58, 0.25, 0.44, 0.30, 0.47, -0.11, 0.53, -0.06, 0.47, 0.17, 0.43, 0.32, 0.49, 0.19, 0.06, -0.01, 0.73, -0.49, 0.42, -0.73, -0.60, -0.63, -0.87, 0.38, -0.25, 0.53, 0.35, 0.40, 0.46, -0.37, -0.72, -0.31, 0.01, 0.02, -0.67, 0.09, -0.21, 0.03, -0.31, -1.17, -0.38, -0.35, 1.74, 0.41, 0.37, 0.46, 0.44, 0.42, 0.48, 0.45, 0.50, -0.70, -1.80, 0.84, 0.16, 0.51, -0.25, -0.64, -0.54, -0.82, -0.58, -0.25, 0.48, 0.76, 0.51, 0.45, 0.43, 0.37, 0.50],
  "homo_energy_ev": -10.6,
  "charge": 1,
  "total_energy_ha": -2706.427973,
  "homo_lumo_gap_ev": 6.67,
  "multiplicity": 1
}